Below is 2 unconnected molecules or ions with the total composition C7H5BrF2O in a non-equilibrium geometry, with properties calculated with the ωB97M-V functional and the def2-TZVPD basis.

Kohn-Sham gap (spin up / spin down): 5.69 / 5.68 eV
Relative energy (zero: lowest compared OMol25 entry of this formula, charge and spin): 42.41 kcal/mol
Maximum force: 6.26 eV/A
Total charge: 0
LUMO energy (spin up / spin down): -0.080 / -0.080 Ha
Calculated total energy: -3118.63267 Ha
HOMO (spin up / spin down): -7.9 / -7.9 eV

Atoms and positions in Å:
C (1.651, -1.093, -0.042)
C (2.021, -0.392, -1.188)
C (0.597, -0.798, 0.747)
C (1.097, 0.564, -1.567)
C (-0.274, 0.247, 0.314)
C (-0.030, 0.888, -0.899)
C (-1.416, 0.607, 1.074)
O (-1.871, -0.007, 2.196)
F (-0.804, 1.901, -1.173)
F (-2.038, 1.753, 0.738)
Br (-3.344, -1.165, -0.498)
H (2.394, -1.963, 0.304)
H (2.869, -0.519, -1.723)
H (0.507, -1.356, 1.737)
H (1.336, 1.138, -2.578)
H (-2.694, 0.194, 2.557)

Mulliken atomic charge list, values in e, 2 entries:
1 C -0.2178
2 C -0.7383